1.
{"formula": "C2H4OY", "method": "wB97M-V/def2-TZVPD", "species": ["H", "Y", "H", "O", "C", "H", "C", "H"], "coordinates": [[-2.47, 0.90, -0.79], [0.46, -0.19, -0.96], [-1.49, -1.15, 1.31], [2.09, 0.21, 0.07], [-1.90, -0.77, 0.37], [-2.34, -1.50, -0.32], [-1.95, 0.55, 0.11], [-1.59, 1.35, 0.77]], "mulliken_charge": [0.387, 1.537, 0.389, -0.715, -0.675, 0.387, -0.711, 0.401], "charge": 1, "lumo_ha": -0.2100, "de_lowest_kcal_mol": 0.00}

***

2.
{"formula": "C2H4P2S", "method": "wB97M-V/def2-TZVPD", "species": ["S", "P", "H", "H", "H", "H", "C", "P", "C"], "coordinates": [[2.73, -0.88, -0.26], [1.79, 0.81, -0.13], [-0.75, -1.52, -0.89], [-1.59, -0.81, 0.35], [-0.07, -1.74, 0.66], [-0.32, 2.85, 0.12], [-0.05, 0.46, 0.05], [-1.14, 1.75, 0.02], [-0.60, -0.92, 0.08]], "mulliken_charge": [-0.275, 0.153, 0.287, 0.410, 0.314, 0.000, 0.389, -0.023, -1.255], "smiles": "[H]/P=C(/C)P=S", "lumo_ha": -0.0649, "de_lowest_kcal_mol": 31.64}